{"formula": "C23H25Cl22N3S", "method": "wB97M-V/def2-TZVPD", "lumo_ev": -1.02, "e_homo_ha": -0.2835, "smiles": "C#CCCCc1nc2c(N)cc([C@H](Cl)CC)cc2nc1S.ClC(Cl)Cl.ClC(Cl)Cl.ClC(Cl)Cl.ClC(Cl)Cl.ClC(Cl)Cl.ClC(Cl)Cl.ClC(Cl)Cl", "multiplicity": 1, "species": ["C", "C", "C", "C", "C", "C", "N", "C", "C", "N", "C", "C", "C", "Cl", "C", "C", "C", "C", "N", "C", "S", "H", "H", "H", "H", "H", "H", "H", "H", "H", "H", "H", "H", "H", "H", "H", "H", "H", "H", "C", "Cl", "Cl", "Cl", "H", "C", "Cl", "Cl", "Cl", "H", "C", "Cl", "Cl", "Cl", "H", "C", "Cl", "Cl", "Cl", "H", "C", "Cl", "Cl", "Cl", "H", "C", "Cl", "Cl", "Cl", "H", "C", "Cl", "Cl", "Cl", "H"], "coordinates": [[4.55290, 2.40465, 4.08360], [5.00900, 1.52901, 3.05207], [5.91156, 0.63352, 1.96502], [4.92509, -0.42375, 1.19229], [4.17373, 0.23907, -0.14707], [2.55718, 0.27698, 0.26144], [2.10455, 1.46062, 1.06974], [0.65082, 1.40892, 1.44407], [0.06708, 2.67257, 2.35475], [1.05181, 3.80796, 2.70095], [-1.48796, 2.73605, 2.87432], [-2.48714, 1.46341, 2.45451], [-4.02354, 1.54639, 3.03602], [-4.62008, 3.32235, 2.94982], [-3.92237, 1.16280, 4.66053], [-2.84506, -0.06691, 4.90728], [-1.89074, 0.23597, 1.51590], [-0.30536, 0.17465, 0.98599], [0.06075, -1.01228, 0.13962], [1.52272, -0.89500, -0.18795], [2.25144, -2.30481, -1.25056], [4.49194, 3.22303, 4.95070], [6.75588, 0.04265, 2.53984], [6.41844, 1.41358, 1.23072], [4.09411, -0.76923, 1.97190], [5.48805, -1.41171, 0.86764], [4.62620, 1.34118, -0.22139], [4.38270, -0.35860, -1.13068], [0.53042, 4.53827, 3.23682], [1.38501, 4.17691, 1.76595], [-1.83430, 3.64132, 3.53664], [-4.77453, 0.80608, 2.52767], [-3.51419, 2.12161, 5.20960], [-4.98363, 0.93870, 5.13368], [-1.74846, 0.37710, 5.03242], [-2.84360, -0.85099, 4.00884], [-3.06230, -0.68864, 5.88776], [-2.61669, -0.66189, 1.21313], [1.38264, -3.43775, -1.15237], [-3.28824, -2.65577, -1.59052], [-4.70031, -3.53578, -2.19979], [-3.15956, -1.06990, -2.37019], [-3.37799, -2.47808, 0.17004], [-2.39205, -3.23250, -1.83317], [3.01176, -6.48758, -1.55643], [1.59969, -7.36760, -2.16570], [3.14044, -4.90172, -2.33610], [2.92201, -6.30990, 0.20413], [3.90795, -7.06431, -1.79908], [4.00504, -8.27830, -4.82340], [4.52375, -7.48275, -6.31928], [4.12546, -10.03899, -4.98117], [4.96870, -7.70934, -3.44978], [2.95890, -8.01970, -4.64077], [2.88726, -3.30609, -6.28349], [1.80191, -3.19079, -7.67931], [2.71128, -4.87896, -5.48691], [4.56804, -3.04424, -6.77908], [2.61337, -2.52567, -5.56895], [-1.60574, 7.13071, 3.40520], [-3.07460, 6.60754, 2.56358], [-1.14016, 5.94665, 4.63835], [-0.28382, 7.38086, 2.25231], [-1.81383, 8.08171, 3.90215], [-3.98221, 8.12200, -1.40679], [-2.47930, 7.71177, -0.56264], [-5.38504, 7.51887, -0.50807], [-4.10293, 9.87332, -1.64656], [-3.96865, 7.64025, -2.38780], [-6.43058, -1.43205, -4.98518], [-7.25095, 0.06797, -5.45048], [-7.60475, -2.74042, -4.76399], [-5.21988, -1.88108, -6.19834], [-5.91907, -1.26398, -4.03399]], "atomic_forces_ev_per_a": [[4.3802, -5.7583, -7.0618], [-1.5972, 6.2472, 7.2046], [-1.0828, 0.5000, 0.6322], [-0.3442, -0.6494, 0.0116], [-0.5618, 0.3676, 1.6666], [-2.4446, 1.5428, 0.7128], [-3.1195, -5.0743, -2.2406], [0.2052, -0.4903, -0.2463], [-2.5969, -0.6838, 0.3664], [-2.4798, -1.9626, -1.7931], [2.8912, -3.2335, -2.5696], [3.5505, -0.2688, -1.9380], [1.5566, -1.2296, 1.2635], [0.2670, -1.7409, -0.1975], [0.4599, 0.2092, 0.2184], [0.2671, -0.3806, 0.1284], [0.4389, 2.8678, 1.6292], [-1.7155, 0.9953, 1.1607], [5.3381, 5.1756, 1.8025], [-2.0623, 0.7408, 1.2227], [-1.3364, 0.8605, 1.3740], [-0.1764, -2.4399, -2.5580], [-1.8759, 1.3976, -0.9550], [-1.1345, -1.6949, 1.5546], [1.8479, 0.7836, -1.7410], [-0.8927, 2.1796, 0.6855], [-1.4898, -2.3560, -0.0851], [-0.5514, 1.1358, 2.0088], [0.5568, -0.8377, -0.9344], [-0.3851, -0.4052, 1.6506], [0.6922, -2.1246, -1.6090], [1.5487, 1.7325, 0.6644], [-0.8077, -1.9028, -1.1442], [2.1516, 0.3597, -1.2692], [-2.4232, -0.9951, -0.5109], [0.0045, 1.8423, 1.9418], [0.1909, 1.4526, -1.9296], [2.0195, 2.6093, 0.8368], [0.6329, 2.0557, 0.4135], [0.0976, 0.0264, -0.0697], [0.1476, 0.0807, 0.0231], [0.0060, -0.2053, 0.0947], [-0.1840, -0.5352, -0.3991], [-0.2966, 0.2211, 0.1157], [-0.0265, 0.1867, 0.5960], [0.1728, 0.0395, -0.0339], [0.3138, -0.7960, 0.0607], [-0.0502, 0.0040, -0.1374], [-0.7881, 0.4440, 0.4262], [-0.1466, -0.0942, -0.3745], [0.0587, -0.3199, 0.2307], [-0.0646, 0.2631, 0.0843], [0.6534, -0.4189, -0.8760], [0.3440, -0.0758, -0.0015], [-0.0653, 0.0540, -0.0182], [0.1135, 0.0275, 0.1950], [-0.1747, 0.4690, -0.3064], [-0.1870, -0.0171, 0.1001], [0.0923, -0.2708, -0.2383], [-0.3011, 0.1173, -0.1611], [0.2611, 0.0701, 0.3447], [-0.0127, 0.2219, 0.0823], [-0.0839, -0.0018, 0.1472], [0.1080, -0.3457, -0.1509], [0.0732, -0.0499, -0.0633], [-0.1776, 0.0941, -0.3141], [0.1500, 0.0343, -0.1191], [0.0065, -0.2006, -0.0190], [-0.0183, 0.1743, 0.3524], [0.0487, 0.0214, 0.0655], [0.1096, -0.1583, 0.0903], [0.1552, 0.1404, 0.0237], [-0.1075, 0.0520, 0.1926], [-0.1493, -0.0797, -0.3092]], "lowdin_charge": [0.03, -0.10, -0.21, -0.22, -0.15, -0.18, 0.10, -0.09, -0.12, 0.02, 0.00, -0.17, -0.59, 0.50, -0.27, -0.15, 0.01, -0.13, 0.03, -0.44, 0.60, 0.05, 0.12, 0.11, 0.12, 0.11, 0.12, 0.09, -0.01, 0.09, 0.02, 0.12, 0.10, 0.11, 0.09, 0.08, 0.08, -0.02, -0.11, -1.50, 0.53, 0.53, 0.57, 0.02, -1.55, 0.55, 0.46, 0.54, -0.11, -1.51, 0.51, 0.54, 0.60, -0.01, -1.52, 0.52, 0.48, 0.52, 0.02, -1.49, 0.50, 0.56, 0.52, 0.02, -1.53, 0.49, 0.51, 0.51, 0.02, -1.55, 0.52, 0.51, 0.51, -0.02]}

***

{"formula": "C5H15N3", "method": "wB97M-V/def2-TZVPD", "de_lowest_ev": 0.8083, "lumo_ev": [-2.86, -7.71], "e_homo_ha": [-0.4956, -0.4894], "total_charge": 1, "multiplicity": 2, "s_squared": 0.75, "species": ["C", "N", "C", "N", "C", "C", "C", "N", "H", "H", "H", "H", "H", "H", "H", "H", "H", "H", "H", "H", "H", "H", "H"], "coordinates": [[-0.09716, 0.66146, -0.61174], [-0.90581, -0.49390, -1.13225], [-2.37298, -0.42821, -1.09139], [-2.87552, -0.54738, -2.42032], [0.89971, -0.04875, 0.28910], [1.78913, 0.99436, 1.02069], [2.79182, 0.34571, 1.95927], [0.21058, -0.88560, 1.28021], [0.43575, 1.15296, -1.41960], [-0.77252, 1.36690, -0.13473], [-0.52386, -0.67750, -2.06728], [-2.78279, -1.20316, -0.45977], [-2.65701, 0.46826, -0.58513], [-3.22229, -1.46179, -2.65552], [-3.41275, 0.24728, -2.71522], [1.47601, -0.78382, -0.24678], [1.14927, 1.69387, 1.56791], [2.31949, 1.53189, 0.22955], [2.42097, -0.55773, 2.43096], [3.62916, -0.07291, 1.38305], [3.19511, 0.96923, 2.75628], [-0.07550, -1.80569, 0.94034], [-0.61877, -0.46550, 1.68239]], "atomic_forces_ev_per_a": [[-0.2741, -1.3876, -0.2151], [0.5753, 3.0566, -1.1592], [-0.9008, -1.4969, -0.3999], [0.8134, 0.3674, 0.7154], [-0.1652, 0.3188, 2.2420], [-0.0092, -0.4158, -0.4116], [0.7799, -1.0228, -0.3057], [-0.7606, -0.5172, -0.1074], [-0.1416, 0.0253, -0.4021], [0.1980, -0.0734, 0.4003], [-0.3392, -1.1433, 0.1494], [0.3544, -0.5583, 0.4012], [-0.0222, 0.9060, 0.0524], [-0.3369, 0.1483, -0.1803], [-0.1204, -0.0608, -0.4211], [0.6117, 0.1796, -0.6759], [-0.0623, -0.0366, -0.1703], [-0.0387, 0.3191, 0.2032], [-0.6143, 0.0929, 0.2653], [0.0634, 0.4786, 0.0240], [-0.1365, 0.2686, -0.2818], [0.3819, 0.2932, 0.0636], [0.1440, 0.2584, 0.2136]], "mulliken_spin": [-0.02, 0.79, 0.01, 0.09, 0.04, 0.01, 0.00, 0.04, 0.02, 0.00, -0.02, 0.02, 0.02, 0.00, 0.00, 0.01, 0.00, 0.00, 0.00, 0.00, 0.00, 0.00, 0.00]}

***

{"formula": "C2H7N3O3", "method": "wB97M-V/def2-TZVPD", "de_lowest_ev": 3.9461, "lumo_ev": [0.46, 0.46], "e_homo_ha": [-0.2786, -0.2787], "multiplicity": 1, "species": ["C", "C", "N", "N", "N", "O", "O", "O", "H", "H", "H", "H", "H", "H", "H"], "coordinates": [[0.94464, 0.41269, 0.81453], [0.60146, -0.34876, -0.40263], [1.12116, -1.64000, -0.53740], [-1.22882, -0.44614, 0.52547], [-1.93576, 0.70828, 0.23721], [0.58714, 1.75876, 0.68770], [1.46384, 0.06569, 1.85109], [0.41745, 0.35126, -1.58089], [1.08424, 2.18068, -0.03475], [0.52466, -2.28551, -1.09591], [-1.00755, -0.61794, 1.49345], [-2.38652, 0.88048, -0.62478], [-1.76109, 1.58803, 0.67489], [1.40615, -2.21763, 0.20911], [0.16899, -0.38988, -2.21709]], "atomic_forces_ev_per_a": [[0.7837, 1.6952, -0.4108], [-1.0014, -0.5815, 2.1736], [-1.2315, -0.4886, -2.3377], [0.9584, 1.0606, -3.6664], [-0.0304, -0.7998, 1.9773], [0.4646, -0.0602, -0.1153], [-0.6093, -0.9589, -0.6871], [-0.6412, -2.3938, 0.2226], [-0.4412, -0.3556, 0.1016], [0.3878, 1.0260, 0.2781], [-0.2089, 0.7305, 0.5096], [-0.0806, -1.0817, -1.0180], [0.7780, 0.1418, 0.6611], [0.4397, 0.3955, 1.6157], [0.4323, 1.6704, 0.6959]], "nbo_charge": [0.69, 0.43, -0.84, -0.49, -0.64, -0.74, -0.59, -0.66, 0.49, 0.37, 0.36, 0.37, 0.36, 0.41, 0.49]}

***

{"formula": "C4H7NO", "method": "wB97M-V/def2-TZVPD", "de_lowest_ev": 4.2035, "lumo_ev": 0.81, "e_homo_ha": -0.2717, "multiplicity": 1, "species": ["C", "C", "N", "C", "C", "O", "H", "H", "H", "H", "H", "H", "H"], "coordinates": [[0.91594, 0.06604, 1.26804], [0.37970, 0.80316, 0.06079], [0.26937, 0.03122, -1.20184], [-0.96818, 0.54809, -0.48708], [-1.53820, -1.71707, -0.21999], [-2.62439, -1.88707, 0.11162], [0.48956, -0.93785, 1.34369], [0.63381, 0.61465, 2.17239], [2.00968, -0.00846, 1.24462], [0.88530, 1.75832, -0.11774], [0.65551, 0.43869, -2.04600], [-1.37984, 1.38374, -1.05880], [0.30808, -0.99386, -1.14759]], "atomic_forces_ev_per_a": [[-0.0174, -0.0296, 0.0210], [0.1643, 0.0891, 0.0832], [0.1312, -0.2195, -0.2203], [-0.0333, 0.3787, 0.0019], [-1.2899, -0.4652, 0.3818], [1.1041, 0.0812, -0.3193], [0.0351, 0.1677, -0.0405], [0.0253, -0.0507, -0.1334], [-0.1535, 0.0109, -0.0074], [-0.0668, -0.1244, 0.0072], [-0.1112, -0.0205, 0.1751], [0.1124, -0.0203, 0.0541], [0.0997, 0.2026, -0.0035]], "nbo_charge": [-0.63, -0.08, -0.59, -0.37, 0.39, -0.54, 0.23, 0.23, 0.21, 0.18, 0.40, 0.17, 0.42]}

***

{"formula": "C4H7INO", "method": "wB97M-V/def2-TZVPD", "de_lowest_ev": 0.6052, "lumo_ev": -4.46, "e_homo_ha": -0.5183, "total_charge": 1, "smiles": "O=C1CC[NH2+][C@@H]1I", "multiplicity": 1, "species": ["C", "C", "C", "C", "N", "O", "I", "H", "H", "H", "H", "H", "H", "H"], "coordinates": [[0.07925, 1.65527, -0.90635], [1.07566, 0.59327, -0.57853], [0.38309, -0.59958, 0.15397], [-1.16783, 1.30729, 0.10389], [-1.06236, -0.16158, 0.13601], [0.05135, 2.45372, -1.78935], [-3.15049, 1.74137, -0.76998], [1.54254, 0.19265, -1.41930], [1.83975, 1.13524, -0.06600], [0.58660, -1.63063, -0.15958], [0.70929, -0.51758, 1.17079], [-0.76788, 1.61055, 1.05382], [-1.58196, -0.40334, -0.71939], [-1.53489, -0.73164, 0.84603]], "atomic_forces_ev_per_a": [[-2.3679, -0.7560, -0.6056], [-0.1711, -0.8145, 0.1245], [0.8935, 2.1884, 0.1564], [0.4965, 0.6017, -1.3412], [-0.5838, -2.2093, -0.8761], [0.2372, -0.3408, 1.0357], [1.3813, 0.1465, 0.9741], [0.7551, -0.1607, -1.8349], [0.7261, -0.1475, 0.9911], [-0.4446, 0.5386, -0.4842], [-0.1845, -0.2833, 0.8300], [-0.9121, 0.9685, 0.8110], [0.5219, -0.6519, -0.1226], [-0.3476, 0.9203, 0.3419]], "nbo_charge": [0.59, -0.56, -0.23, -0.29, -0.55, -0.41, 0.26, 0.27, 0.28, 0.27, 0.23, 0.24, 0.45, 0.46]}

***

{"formula": "C2H4N2O2", "method": "wB97M-V/def2-TZVPD", "de_lowest_ev": 0.1895, "lumo_ev": 0.56, "e_homo_ha": -0.3790, "smiles": "NC(=O)NC=O", "multiplicity": 1, "species": ["N", "C", "O", "N", "C", "O", "H", "H", "H", "H"], "coordinates": [[1.80171, 0.17667, -0.12247], [0.53789, 0.37324, 0.37634], [0.30196, 1.04285, 1.36009], [-0.46439, -0.23798, -0.38154], [-1.80366, -0.15663, -0.04444], [-2.67942, -0.63376, -0.72836], [1.99975, -0.65719, -0.64825], [2.52070, 0.43009, 0.53555], [-0.24776, -0.71451, -1.24987], [-1.96678, 0.37722, 0.90295]], "atomic_forces_ev_per_a": [[0.0524, -0.0305, 0.1898], [-0.0927, 0.1088, 0.2164], [0.0529, -0.2218, -0.3506], [-0.0682, -0.0639, -0.1182], [-0.2990, -0.1114, -0.1373], [0.4249, 0.1759, 0.2704], [-0.0702, -0.0354, -0.0924], [0.0456, 0.0914, -0.0281], [-0.0472, 0.1391, 0.1828], [0.0014, -0.0521, -0.1329]], "nbo_charge": [-0.83, 0.79, -0.62, -0.67, 0.54, -0.56, 0.39, 0.41, 0.41, 0.15]}

***

Listing F_max for the structures above in their given order: 0.1966; 0.0645; 0.0765; 0.0277; 0.0498; 0.0104 Eh/bohr.